[1]
Molecular formula: C19H23Cl5NPRu
Method: DFT, ωB97M-V with the def2-TZVPD basis set

Each line ends with the natural charge from an NBO analysis.
Cartesian coordinates (Å):
C: -2.565 1.803 -2.365  -0.123
C: -1.865 0.624 -2.617  -0.243
C: -0.947 0.142 -1.710  0.044
C: -0.700 0.725 -0.471  -0.427
C: -1.353 1.954 -0.241  -0.032
C: -2.253 2.453 -1.149  -0.206
C: -0.206 -1.088 -2.080  -0.517
C: 1.031 -1.235 -1.258  -0.176
N: 2.151 -0.051 -1.343  -0.435
Ru: 0.315 -0.171 0.965  0.643
C: -1.072 2.660 1.032  -0.765
P: 0.437 1.924 1.719  1.061
H: -2.049 0.099 -3.541  0.228
H: -2.751 3.425 -0.904  0.235
H: -3.300 2.208 -3.042  0.248
H: -1.878 2.576 1.769  0.269
H: -0.838 3.719 0.879  0.259
H: -0.857 -1.980 -1.922  0.277
H: 0.017 -1.164 -3.179  0.252
H: 0.888 -1.573 -0.210  0.210
C: 0.440 2.308 3.444  -0.956
C: 1.775 2.861 0.977  -0.960
H: 1.595 -2.078 -1.713  0.260
C: 2.254 0.486 -2.768  -0.432
C: 3.418 -0.732 -0.892  -0.439
H: -0.835 -0.929 2.543  0.260
H: 2.835 -0.152 -3.460  0.249
H: 1.259 0.654 -3.149  0.246
H: 2.749 1.490 -2.752  0.242
H: 4.176 -0.747 -1.718  0.255
H: 3.829 -0.225 -0.011  0.238
H: 3.210 -1.779 -0.588  0.239
H: 1.693 3.837 1.470  0.270
H: 2.721 2.380 1.247  0.252
H: 1.649 2.949 -0.091  0.244
H: 0.251 3.384 3.465  0.256
H: -0.344 1.727 3.948  0.267
H: 1.447 2.059 3.804  0.266
H: 2.237 0.902 -0.954  0.478
Cl: 1.505 -2.597 2.119  0.110
C: -0.170 -2.870 1.827  -0.044
C: -1.057 -1.723 1.801  -0.425
C: -2.445 -1.832 1.323  -0.018
Cl: -3.343 -0.409 1.124  0.133
C: -2.966 -3.102 1.261  -0.109
Cl: -4.645 -3.248 1.089  0.143
C: -2.116 -4.242 1.443  -0.026
Cl: -2.840 -5.766 1.407  0.177
C: -0.732 -4.141 1.669  -0.116
Cl: 0.246 -5.513 1.807  0.138

As for the multiplicity: 5. The gap between HOMO and LUMO (alpha / beta) comes out at 5.812 / 6.680 eV. The net charge is +2.

---

[2]
Molecular formula: C18H42BrFN5O4
Method: DFT, ωB97M-V with the def2-TZVPD basis set

Each line ends with the Mulliken charge.
Cartesian coordinates (Å):
C: 3.540 -3.106 1.894  -1.773
C: 2.399 -2.135 1.638  0.475
C: 1.978 -2.281 0.189  -1.269
F: 1.307 -3.518 0.059  -0.447
C: 1.066 -1.243 -0.496  2.853
C: -0.259 -1.109 0.303  -0.987
N: -0.329 -0.056 1.305  -0.319
O: -0.665 1.176 0.688  0.156
C: -1.976 1.621 1.068  -1.404
C: -2.948 1.590 -0.111  3.020
C: -2.463 2.556 -1.196  -1.752
C: -4.360 1.964 0.384  -1.557
C: -5.477 0.941 0.116  0.970
C: -6.723 1.344 0.907  -1.600
C: -5.064 -0.488 0.474  -1.135
C: 0.925 -1.693 -1.974  -2.326
C: -0.431 -1.974 -2.656  1.018
N: -0.174 -2.401 -4.034  -0.676
N: -1.146 -3.045 -1.984  -0.674
N: -1.230 -0.750 -2.803  -0.610
O: 1.624 0.123 -0.487  0.273
C: 2.870 0.519 -0.081  0.103
Br: 4.435 -0.293 -1.094  -0.203
N: 2.943 1.911 -0.032  0.457
C: 3.108 2.614 -1.313  -0.960
C: 3.875 2.253 1.012  0.844
C: 3.211 2.561 2.320  -1.156
O: 5.100 2.265 0.850  -0.576
H: 3.979 -2.918 2.883  0.413
H: 3.171 -4.137 1.924  0.389
H: 4.320 -3.059 1.124  0.349
H: 2.694 -1.119 1.859  -0.303
H: 1.578 -2.359 2.333  0.349
H: 2.890 -2.369 -0.389  0.788
H: -1.090 -0.928 -0.368  -0.312
H: -0.465 -2.060 0.811  0.393
H: 0.553 0.109 1.775  0.287
H: -2.328 0.996 1.893  0.468
H: -1.875 2.656 1.421  0.294
H: -2.953 0.581 -0.535  -1.251
H: -1.449 2.316 -1.527  0.192
H: -2.477 3.586 -0.820  0.447
H: -3.117 2.513 -2.070  0.436
H: -4.331 2.142 1.468  0.350
H: -4.642 2.918 -0.076  0.379
H: -5.744 0.982 -0.947  0.210
H: -6.479 1.482 1.966  0.358
H: -7.150 2.277 0.523  0.375
H: -7.499 0.580 0.826  0.416
H: -4.376 -0.918 -0.260  0.119
H: -4.589 -0.527 1.460  0.235
H: -5.941 -1.142 0.483  0.447
H: 1.552 -2.578 -2.139  0.694
H: 1.382 -0.894 -2.574  0.203
H: -0.114 -1.586 -4.628  0.269
H: 0.689 -2.920 -4.122  0.312
H: -2.114 -2.827 -1.804  0.316
H: -0.718 -3.323 -1.116  0.269
H: -0.719 0.072 -2.506  0.295
H: -2.065 -0.772 -2.237  0.161
H: 3.054 0.174 0.922  -0.850
H: 2.591 3.573 -1.260  0.334
H: 2.633 2.021 -2.099  0.302
H: 4.165 2.790 -1.542  0.391
H: 2.223 2.988 2.145  0.345
H: 3.826 3.271 2.877  0.392
H: 3.047 1.653 2.909  0.234
O: 5.512 -0.640 1.745  -0.300
H: 6.123 0.037 2.097  0.488
H: 5.850 -1.553 1.831  0.479
H: 5.267 -0.435 0.794  0.094

The gap between HOMO and LUMO comes out at 7.200 eV. The net charge is +1.

---

[3]
Molecular formula: ITi
Method: DFT, ωB97M-V with the def2-TZVPD basis set

Each line ends with the natural charge from an NBO analysis.
Cartesian coordinates (Å):
Ti: 5.762 10.862 -12.616  0.733
I: 7.628 12.794 -11.931  -0.733

As for the multiplicity: 4. The gap between HOMO and LUMO (alpha / beta) comes out at 6.684 / 8.147 eV. The net charge is 0.

---

[4]
Molecular formula: C4H3NO2
Method: DFT, ωB97M-V with the def2-TZVPD basis set

Each line ends with the natural charge from an NBO analysis.
Cartesian coordinates (Å):
O: -2.500 0.703 -0.388  -0.489
C: -1.664 -0.027 -0.868  0.410
C: -0.339 -0.243 -0.235  0.006
C: 0.362 0.654 0.615  -0.336
C: 1.546 0.024 0.794  0.135
O: 1.551 -1.153 0.145  -0.259
N: 0.368 -1.311 -0.516  -0.078
H: -1.806 -0.534 -1.839  0.135
H: 0.022 1.610 0.981  0.255
H: 2.460 0.277 1.311  0.220

The gap between HOMO and LUMO comes out at 10.597 eV. The net charge is 0. Its SMILES is O=Cc1ccon1.

---

[5]
Molecular formula: C39H37AsO7P2STi
Method: DFT, ωB97M-V with the def2-TZVPD basis set

Each line ends with the Mulliken charge.
Cartesian coordinates (Å):
Ti: -1.819 1.638 -1.326  0.533
O: 0.998 -2.353 1.840  -0.257
C: 0.328 -2.021 2.989  0.518
C: 0.881 -2.052 4.259  -0.973
C: 0.067 -1.801 5.356  -0.841
C: -1.281 -1.539 5.187  -0.913
C: -1.814 -1.473 3.906  -0.521
C: -1.017 -1.685 2.786  -0.141
P: -1.499 -1.342 1.051  2.249
C: -3.214 -0.721 1.194  0.166
C: -4.275 -1.271 0.477  -0.772
C: -5.520 -0.656 0.483  -0.661
C: -5.727 0.506 1.211  -0.668
C: -4.676 1.066 1.924  -0.759
C: -3.428 0.465 1.903  -0.486
C: -1.714 -3.010 0.347  0.291
C: -1.150 -3.279 -0.896  -0.163
C: -1.297 -4.533 -1.474  -0.926
C: -1.997 -5.526 -0.807  -0.556
C: -2.551 -5.269 0.442  -0.784
C: -2.408 -4.016 1.017  -0.313
C: 2.374 -2.316 1.736  -0.653
C: 3.166 -3.218 2.431  -0.073
C: 4.539 -3.205 2.243  -0.625
C: 5.104 -2.311 1.343  -0.920
C: 4.292 -1.456 0.616  -0.649
C: 2.908 -1.443 0.794  0.163
P: 1.710 -0.520 -0.265  1.591
C: 1.590 1.055 0.691  -0.443
C: 2.698 1.635 1.312  -0.153
C: 2.605 2.853 1.966  -0.705
C: 1.394 3.531 2.029  -0.843
C: 0.271 2.964 1.448  -0.839
C: 0.381 1.741 0.794  2.801
C: 2.818 -0.009 -1.638  0.420
C: 3.255 1.286 -1.888  -0.519
C: 4.014 1.572 -3.018  -0.594
C: 4.345 0.567 -3.912  -0.521
C: 3.901 -0.730 -3.679  -0.766
C: 3.135 -1.009 -2.560  -0.455
H: 1.931 -2.264 4.399  0.605
H: 0.497 -1.825 6.348  0.396
H: -1.916 -1.364 6.045  0.447
H: -2.859 -1.226 3.772  0.468
H: -4.124 -2.172 -0.103  0.376
H: -6.329 -1.087 -0.093  0.418
H: -6.700 0.979 1.214  0.387
H: -4.822 1.984 2.479  0.417
H: -2.605 0.927 2.439  0.559
H: -0.596 -2.507 -1.411  0.284
H: -0.863 -4.728 -2.447  0.467
H: -2.110 -6.506 -1.255  0.376
H: -3.095 -6.045 0.965  0.404
H: -2.838 -3.815 1.992  0.450
H: 2.698 -3.937 3.090  0.674
H: 5.160 -3.907 2.784  0.410
H: 6.175 -2.296 1.189  0.442
H: 4.736 -0.799 -0.122  0.475
H: 3.653 1.125 1.278  0.471
H: 3.486 3.274 2.435  0.439
H: 1.323 4.478 2.547  0.418
H: -0.696 3.448 1.515  0.633
H: -0.559 1.274 0.488  -1.954
H: 3.010 2.087 -1.202  0.378
H: 4.347 2.587 -3.196  0.416
H: 4.937 0.790 -4.790  0.381
H: 4.141 -1.521 -4.377  0.415
H: 2.768 -2.017 -2.402  0.411
C: 0.762 3.444 -3.607  -1.107
As: -0.883 3.717 -2.633  0.922
C: -2.144 4.335 -3.956  -1.232
C: -0.531 5.300 -1.564  -1.154
H: 0.878 4.229 -4.353  0.563
H: 0.725 2.467 -4.080  0.297
H: 1.600 3.471 -2.913  0.212
H: -1.766 5.238 -4.435  0.422
H: -3.092 4.542 -3.465  0.349
H: -2.276 3.542 -4.687  0.352
H: -0.064 6.074 -2.173  0.441
H: 0.125 5.039 -0.736  0.282
H: -1.479 5.666 -1.171  0.370
O: -0.132 0.767 -2.200  0.216
S: -1.171 0.033 -3.045  1.169
O: -0.693 -1.061 -3.810  -0.701
O: -2.165 -0.304 -1.926  -0.491
O: -1.852 1.160 -3.730  -0.663
O: -3.393 2.512 -1.285  -0.160
O: -2.584 2.776 -0.128  -0.386

The gap between HOMO and LUMO comes out at 6.814 eV. The net charge is 0.

---

[6]
Molecular formula: C4H9NO
Method: DFT, ωB97M-V with the def2-TZVPD basis set

Each line ends with the natural charge from an NBO analysis.
Cartesian coordinates (Å):
C: -2.085 0.936 -0.833  -0.613
C: -1.072 0.503 0.247  -0.517
C: 0.358 0.175 -0.294  0.694
O: 0.696 0.546 -1.388  -0.589
N: 1.074 -0.366 0.720  -0.640
C: 2.271 -1.205 0.530  -0.431
H: -3.086 0.534 -0.623  0.206
H: -1.982 0.484 -1.824  0.222
H: -2.121 2.007 -1.017  0.209
H: -1.187 1.259 1.026  0.226
H: -1.460 -0.458 0.603  0.209
H: 0.898 -0.191 1.690  0.398
H: 2.097 -2.202 0.906  0.201
H: 2.417 -1.335 -0.552  0.223
H: 3.182 -0.687 0.808  0.202

The gap between HOMO and LUMO comes out at 10.577 eV. The net charge is 0. Its SMILES is CCC(=O)NC.

---

[7]
Molecular formula: C25H28F5O2Sr
Method: DFT, ωB97M-V with the def2-TZVPD basis set

Each line ends with the natural charge from an NBO analysis.
Cartesian coordinates (Å):
O: 1.231 0.337 -5.700  -0.541
C: 1.305 1.530 -6.568  -0.069
C: 1.126 0.780 -7.880  -0.469
H: 2.269 2.055 -6.462  0.181
H: 0.486 2.247 -6.380  0.180
C: 1.052 -0.437 -6.927  0.269
H: 1.977 0.767 -8.568  0.207
H: 0.204 0.985 -8.443  0.207
C: 2.170 -1.412 -7.235  -0.623
H: 3.134 -0.899 -7.308  0.210
H: 1.992 -1.843 -8.224  0.208
H: 2.216 -2.233 -6.516  0.221
C: -0.290 -1.121 -6.943  -0.626
H: -1.113 -0.392 -6.829  0.211
H: -0.328 -1.905 -6.175  0.224
H: -0.418 -1.608 -7.915  0.208
Sr: 1.278 0.184 -1.497  1.820
C: -1.483 -0.249 0.723  -0.354
C: -1.487 1.170 0.765  -0.364
C: -2.232 1.637 -0.339  -0.378
H: -1.069 1.782 1.559  0.204
C: -2.719 0.515 -1.070  -0.418
C: -2.239 -0.660 -0.405  -0.377
H: -2.475 -1.681 -0.688  0.186
H: -1.041 -0.905 1.462  0.214
H: -2.462 2.687 -0.571  0.178
H: -3.386 0.542 -1.927  0.175
C: 1.376 -1.952 0.691  -0.305
C: 0.564 -2.561 -0.300  -0.344
C: 1.342 -2.723 -1.467  -0.450
H: -0.448 -2.940 -0.153  0.220
C: 2.657 -2.242 -1.195  -0.486
C: 2.669 -1.742 0.140  -0.416
H: 3.538 -1.385 0.697  0.213
H: 1.093 -1.768 1.707  0.236
H: 1.003 -3.246 -2.373  0.203
H: 3.538 -2.338 -1.844  0.204
O: -0.142 1.242 -3.465  -0.621
C: -1.302 0.525 -3.943  -0.114
C: -2.019 1.473 -4.899  -0.424
H: -1.897 0.304 -3.054  0.258
H: -1.018 -0.458 -4.372  0.183
C: -1.391 2.860 -4.727  -0.441
H: -3.082 1.576 -4.667  0.225
H: -1.947 1.098 -5.925  0.193
C: -0.163 2.633 -3.869  -0.068
H: -2.066 3.524 -4.169  0.224
H: -1.152 3.353 -5.687  0.204
H: -0.185 3.273 -2.969  0.198
H: 0.778 2.844 -4.389  0.169
F: 0.289 -0.706 3.375  -0.351
C: 0.943 0.433 2.954  0.249
C: 1.193 0.719 1.649  -0.366
C: 1.989 1.758 1.310  0.182
F: 2.143 2.133 -0.034  -0.431
C: 2.624 2.517 2.294  0.285
F: 3.565 3.402 1.928  -0.337
C: 2.239 2.364 3.623  0.203
F: 2.611 3.271 4.547  -0.318
C: 1.378 1.323 3.957  0.256
F: 0.886 1.202 5.208  -0.323

The gap between HOMO and LUMO comes out at 4.777 eV. The net charge is -1.

---

[8]
Molecular formula: C3H11N5
Method: DFT, ωB97M-V with the def2-TZVPD basis set

Each line ends with the natural charge from an NBO analysis.
Cartesian coordinates (Å):
C: -2.565 -0.751 -0.525  -0.453
C: 0.480 -0.300 -0.091  0.534
C: 2.952 -0.210 -0.014  -0.407
H: -2.705 -1.867 -0.707  0.198
H: -2.683 -0.143 -1.569  0.173
H: -3.754 -0.772 -0.334  0.218
H: -2.252 0.059 1.623  0.345
H: 1.874 -1.739 0.372  0.413
H: 3.903 0.087 -1.329  0.229
H: 3.461 -1.029 1.175  0.225
H: 2.390 1.208 0.511  0.155
H: 1.335 1.300 -0.876  0.366
H: -0.178 1.827 1.253  0.331
H: -1.525 1.697 0.182  0.395
N: -1.750 -0.286 0.388  -0.548
N: -0.427 -1.039 0.559  -0.379
N: 1.748 -0.962 -0.218  -0.695
N: 0.148 0.960 -0.617  -0.455
N: -0.454 1.962 0.219  -0.644

The gap between HOMO and LUMO comes out at 7.721 eV. The net charge is 0.

---

| no. | E (Eh) |
| --- | --- |
| 1 | -3528.98257 |
| 2 | -3959.29004 |
| 3 | -1147.05970 |
| 4 | -359.39257 |
| 5 | -6201.18294 |
| 6 | -287.79011 |
| 7 | -1649.81998 |
| 8 | -394.20784 |